Record 1
Below is a structure of composition C5H15BeBr2Cl2FLi2N3O2S2, with properties calculated with the ωB97M-V functional and the def2-TZVPD basis.

## Properties
- orbital gap (hartree) = 0.107
- LUMO energy (eV) = -6.0
- net charge = +1

Geometry as XYZ:
```
35
Properties=species:S:1:pos:R:3:forces:R:3
F 0.494 2.416 3.535 0.12 0.09 -0.54
C -0.272 2.776 2.432 -0.24 -0.27 0.29
C 0.597 3.667 1.516 -0.39 0.88 0.78
S 0.244 3.254 -0.236 -0.05 -0.55 -0.09
S 2.045 2.826 -1.195 0.25 -0.02 -0.22
H -0.593 1.864 1.903 -0.13 0.26 0.36
H -1.125 3.340 2.840 0.15 -0.27 -0.44
H 1.662 3.517 1.755 -0.39 0.05 -0.41
H 0.315 4.724 1.664 0.44 -0.37 -0.28
H -0.213 4.379 -0.886 0.69 -0.04 0.66
H 3.010 3.113 -0.274 -0.71 0.27 -0.01
C 0.532 -1.799 2.522 -0.44 0.29 -0.05
C -0.382 -0.875 1.829 1.13 -1.01 0.70
N -1.092 -0.161 1.287 0.93 0.97 -0.96
H 0.542 -2.763 2.014 0.03 -0.03 0.07
H 1.542 -1.390 2.529 -0.01 -0.05 0.03
H 0.202 -1.946 3.550 0.01 -0.04 -0.02
C 1.591 -1.808 -2.435 1.10 1.57 -1.26
O 1.433 -3.006 -2.073 -1.03 -1.34 -0.12
N 1.624 -1.444 -3.727 -1.38 0.64 1.18
N 1.721 -0.817 -1.541 -0.32 -0.43 0.74
H 1.740 -0.497 -4.035 0.31 -0.05 0.04
H 1.531 -2.163 -4.413 0.69 0.24 -0.31
H 1.685 -1.069 -0.569 0.06 0.13 -0.01
H 1.841 0.149 -1.783 0.10 -0.16 -0.14
Br 3.987 -2.454 -3.702 2.15 -1.20 -0.40
Be 0.755 -4.457 -3.311 0.72 2.07 1.06
Cl -3.648 -0.273 1.482 -1.08 -0.19 -0.10
Br -0.800 -2.441 -3.659 -1.86 -3.19 0.20
Li -2.970 -1.994 -2.856 -0.45 0.42 -0.12
Cl -2.033 -1.120 -5.126 -0.68 1.08 -0.20
Li -0.280 -4.561 -0.801 0.23 0.35 -0.22
O -5.819 0.507 4.262 0.16 0.13 0.09
H -5.155 0.528 3.557 -0.06 -0.20 -0.22
H -5.374 0.057 4.986 -0.05 -0.02 -0.03
```
Positions in Å, forces in eV/Å.


Record 2
Below is a cluster of 2 separate species, C20H37N3O3 in total, with properties calculated with the ωB97M-V functional and the def2-TZVPD basis.

## Properties
- orbital gap (hartree) = 0.066
- LUMO energy (eV) = -2.1
- relative energy (zero: lowest compared OMol25 entry of this formula, charge and spin) (kcal per mole) = 251.46

Geometry as XYZ:
```
63
Properties=species:S:1:pos:R:3:forces:R:3
C -3.344 0.225 5.191 0.33 -0.44 -0.85
C -4.386 0.707 4.163 0.50 -0.55 0.09
C -4.857 -0.374 3.136 -0.54 0.10 0.43
C -4.104 -1.694 3.187 -0.06 0.27 -0.18
O -4.310 -2.455 1.954 0.54 -0.09 0.38
C -3.390 -3.462 1.936 -2.54 1.88 -0.11
C -3.697 -4.638 2.546 1.49 -1.57 0.06
C -2.669 -5.618 2.512 -1.03 1.20 0.00
C -1.514 -5.220 1.859 0.86 -1.76 0.30
N -1.257 -4.091 1.250 0.17 0.60 -0.22
N -2.242 -3.195 1.300 0.14 -0.93 0.18
O -2.056 -1.986 0.740 0.01 -0.31 0.19
C -1.646 -2.061 -0.656 0.43 0.89 -1.39
C -0.257 -1.444 -0.864 0.10 0.27 0.96
C 0.752 -1.815 0.232 -0.07 -0.47 -0.46
H -3.666 -0.681 5.713 -0.07 0.30 0.26
H -2.442 -0.068 4.638 0.01 0.09 0.21
H -3.023 1.004 5.882 -0.33 -0.07 0.08
H -3.911 1.503 3.586 -0.33 0.24 0.24
H -5.261 1.059 4.711 0.09 0.33 -0.27
H -5.900 -0.605 3.380 0.07 -0.02 -0.23
H -4.876 0.055 2.133 0.26 -0.22 0.01
H -3.023 -1.580 3.305 -0.12 0.18 0.04
H -4.497 -2.282 4.024 0.24 -0.11 -0.11
H -4.634 -4.815 3.050 -0.10 0.35 -0.13
H -2.789 -6.578 2.988 0.22 -0.04 -0.10
H -0.699 -5.941 1.844 0.06 0.29 -0.22
H -1.751 -3.055 -1.094 0.06 -0.19 0.62
H -2.345 -1.413 -1.196 -0.20 -0.20 0.25
H 0.137 -1.717 -1.845 -0.17 0.05 0.02
H -0.355 -0.356 -0.858 0.03 -0.10 -0.24
H 0.386 -1.546 1.225 0.05 0.01 -0.09
H 1.707 -1.316 0.055 -0.14 0.03 -0.05
H 0.908 -2.898 0.208 0.16 0.12 0.20
C 3.319 2.292 -0.084 0.15 0.17 0.26
C 2.407 2.677 -1.265 0.79 0.39 0.57
C 2.954 3.946 -1.934 0.08 0.16 -0.37
C 4.245 3.756 -2.734 0.05 0.02 -0.04
C 4.397 2.339 -3.303 0.20 0.15 0.28
C 3.080 1.567 -3.467 0.80 0.16 -0.26
N 2.410 1.514 -2.171 -0.89 -0.02 -0.19
O 1.262 0.831 -2.197 -0.08 -0.24 0.04
C 3.459 0.141 -3.874 -0.12 -0.29 -0.08
C 2.246 2.184 -4.597 -0.30 0.11 -0.14
C 1.042 3.041 -0.691 -0.37 -0.28 -0.11
H 2.931 1.411 0.429 -0.06 -0.03 -0.12
H 3.385 3.103 0.650 -0.04 0.02 -0.03
H 4.334 2.063 -0.415 -0.03 0.00 -0.08
H 2.191 4.353 -2.603 -0.11 -0.13 0.06
H 3.113 4.721 -1.179 -0.07 -0.10 0.10
H 4.265 4.487 -3.546 -0.03 0.01 0.03
H 5.111 3.985 -2.109 0.00 -0.04 -0.01
H 4.925 2.389 -4.259 -0.14 -0.10 -0.07
H 5.055 1.769 -2.640 -0.14 -0.12 0.02
H 4.009 -0.357 -3.072 -0.04 0.07 0.05
H 4.098 0.153 -4.761 -0.01 0.11 0.00
H 2.580 -0.459 -4.107 -0.06 0.08 0.11
H 2.813 2.174 -5.532 0.07 -0.03 0.05
H 1.965 3.220 -4.399 0.03 -0.02 0.06
H 1.330 1.618 -4.765 0.00 -0.04 0.18
H 1.143 3.878 0.003 0.18 0.04 -0.07
H 0.598 2.214 -0.137 0.02 -0.07 -0.13
H 0.346 3.341 -1.477 0.00 -0.12 -0.02
```
Positions in Å, forces in eV/Å.


Record 3
Below is an isolated molecule of C6H6N2O2, with properties calculated with the ωB97M-V functional and the def2-TZVPD basis.

## Properties
- structure (SMILES) = NC1=CC(=O)C(N)=CC1=O
- orbital gap (hartree) = 0.286
- LUMO energy (eV) = -1.0
- relative energy (zero: lowest compared OMol25 entry of this formula, charge and spin) (kcal per mole) = 29.31

Geometry as XYZ:
```
16
Properties=species:S:1:pos:R:3:forces:R:3
N -2.587 1.088 -0.069 1.81 -0.45 0.35
C -1.270 0.694 0.005 -0.25 -0.65 -1.29
C -0.121 1.459 -0.189 -0.81 -0.26 1.72
C 1.174 0.839 0.018 1.34 1.50 0.07
O 2.243 1.472 0.259 -2.76 -1.52 -0.63
C 1.251 -0.688 -0.097 0.24 1.55 0.26
N 2.551 -1.041 -0.237 2.90 -3.68 3.70
C 0.129 -1.448 -0.059 1.35 1.16 0.31
C -1.152 -0.904 0.079 -2.45 2.41 -0.35
O -2.223 -1.505 0.159 1.22 0.16 0.07
H -3.312 0.375 -0.095 0.49 0.19 0.20
H -2.820 2.058 -0.142 -0.08 0.12 -0.07
H -0.123 2.541 -0.035 -0.17 -0.24 -0.49
H 3.266 -0.331 0.104 -1.80 -0.41 -0.95
H 2.853 -1.955 0.418 -1.37 2.69 -2.79
H 0.156 -2.469 0.003 0.34 -2.56 -0.11
```
Positions in Å, forces in eV/Å.


Record 4
Below is a cluster of 13 separate species, H26O13 in total, with properties calculated with the ωB97M-V functional and the def2-TZVPD basis.

## Properties
- orbital gap (hartree) = 0.368
- LUMO energy (eV) = -0.4
- relative energy (zero: lowest compared OMol25 entry of this formula, charge and spin) (kcal per mole) = 41.55

Geometry as XYZ:
```
39
Properties=species:S:1:pos:R:3:forces:R:3
O -0.588 2.842 -1.516 -0.46 0.43 0.22
H -0.947 2.082 -1.974 -0.48 -0.30 -0.25
H 0.358 2.700 -1.522 0.58 -0.08 0.15
O -1.025 -2.573 1.734 -0.04 -0.03 -0.35
H -0.869 -3.509 1.856 0.06 -0.41 0.06
H -1.913 -2.433 2.063 -0.35 0.35 0.15
O 2.109 2.581 -0.898 0.12 0.22 -0.40
H 2.656 1.842 -0.631 0.26 -0.25 0.16
H 2.182 3.206 -0.176 0.04 0.22 0.24
O -2.041 -2.027 -1.610 -0.15 -0.93 0.32
H -1.173 -2.339 -1.865 0.39 -0.14 -0.16
H -2.349 -2.669 -0.970 -0.12 -0.26 0.15
O 1.236 0.336 -2.889 -0.09 -0.20 -0.41
H 1.357 0.334 -1.939 -0.04 -0.02 0.66
H 2.012 0.782 -3.228 0.04 0.20 -0.23
O 3.042 -1.318 -0.998 -0.21 0.19 0.05
H 3.737 -1.390 -1.652 0.13 0.00 -0.26
H 3.343 -1.857 -0.267 -0.02 -0.28 0.33
O 0.504 0.269 -0.094 0.33 -0.14 -0.10
H 0.481 -0.685 -0.020 0.11 -0.38 0.15
H -0.381 0.549 0.138 -0.33 0.40 -0.02
O -0.706 1.145 3.311 0.28 -0.12 0.00
H -1.496 1.067 2.777 -0.32 0.29 -0.28
H -0.939 0.738 4.146 -0.01 -0.07 0.23
O -1.651 0.315 -2.424 -0.07 0.91 -0.25
H -1.973 -0.569 -2.253 -0.41 0.18 0.07
H -0.709 0.206 -2.559 0.54 0.03 -0.38
O 1.719 -2.654 1.984 0.61 -0.25 -0.30
H 1.902 -2.397 2.888 0.08 0.14 0.21
H 0.798 -2.429 1.852 -0.35 0.36 0.07
O -3.800 -0.915 0.513 -0.02 -0.11 0.54
H -2.927 -0.920 0.120 0.27 0.26 -0.32
H -4.228 -1.694 0.157 -0.28 -0.09 -0.14
O -2.156 2.980 0.875 -0.44 -0.30 0.70
H -2.041 3.912 1.061 0.03 0.14 0.06
H -1.609 2.819 0.107 0.45 0.11 -0.79
O 2.857 0.805 1.555 0.62 0.38 0.22
H 3.131 -0.089 1.352 -0.04 -0.20 -0.07
H 2.095 0.956 0.995 -0.71 -0.26 0.00
```
Positions in Å, forces in eV/Å.


Record 5
Below is a cluster of 2 separate species, C22H31NO3 in total, with properties calculated with the ωB97M-V functional and the def2-TZVPD basis.

## Properties
- orbital gap (hartree) = 0.210
- LUMO energy (eV) = -0.7
- relative energy (zero: lowest compared OMol25 entry of this formula, charge and spin) (kcal per mole) = 47.12

Geometry as XYZ:
```
57
Properties=species:S:1:pos:R:3:forces:R:3
C -4.303 2.472 -2.173 -0.27 0.26 -0.01
C -2.942 1.835 -2.132 0.01 -0.24 0.55
O -2.731 1.348 -0.776 -0.33 0.38 -1.20
C -1.456 0.970 -0.530 0.92 -0.21 1.33
C -1.274 0.457 0.830 0.01 0.43 -0.85
C -0.022 0.434 1.532 -1.21 0.28 -0.15
O 1.040 0.922 1.114 0.65 -0.39 -0.06
C -0.054 -0.185 2.953 0.34 -0.17 -0.30
C -0.072 0.850 4.085 0.15 -0.15 0.11
C -1.351 1.669 4.265 0.05 0.34 -0.04
C -1.784 2.516 3.051 -0.17 0.08 0.23
C -2.883 1.863 2.214 -0.14 -0.22 -0.27
C -2.544 0.472 1.629 -0.34 -0.21 0.24
O -0.621 1.086 -1.435 0.05 -0.07 0.05
H -4.558 2.698 -3.208 -0.05 0.02 -0.05
H -5.088 1.834 -1.759 0.16 -0.04 -0.04
H -4.304 3.417 -1.626 -0.04 -0.08 0.06
H -2.879 0.990 -2.835 0.14 0.23 0.22
H -2.163 2.570 -2.364 -0.14 -0.29 -0.08
H -0.876 -0.909 3.061 0.25 0.28 0.00
H 0.875 -0.768 3.041 -0.09 0.19 -0.06
H 0.115 0.310 5.025 0.04 0.13 -0.11
H 0.779 1.530 3.943 -0.14 -0.09 -0.05
H -2.179 1.010 4.564 0.11 0.11 -0.03
H -1.175 2.365 5.099 -0.05 -0.30 -0.04
H -2.199 3.467 3.423 0.15 -0.20 -0.09
H -0.911 2.792 2.441 -0.20 -0.19 0.07
H -3.778 1.733 2.839 0.06 0.18 -0.01
H -3.154 2.538 1.392 0.02 -0.15 0.14
H -3.367 0.158 0.972 0.06 0.01 0.49
H -2.481 -0.246 2.454 -0.22 0.13 -0.17
C 3.110 -0.948 -4.243 -0.25 -0.17 -0.20
C 2.684 0.529 -4.170 0.26 0.31 0.16
C 1.890 0.704 -2.873 -0.62 0.57 -0.27
N 2.011 -0.576 -2.160 -0.98 -0.45 1.86
C 1.388 -0.830 -1.024 0.69 0.46 -1.50
C 1.713 -1.987 -0.233 0.47 -1.29 0.58
C 3.059 -2.374 0.005 -0.67 0.09 -0.12
C 3.331 -3.570 0.658 -0.17 0.11 0.07
C 2.274 -4.370 1.117 -0.22 0.18 -0.22
C 0.944 -3.963 0.939 0.27 -0.18 0.11
C 0.661 -2.772 0.282 0.31 0.51 -0.33
C 2.792 -1.575 -2.879 1.25 -0.41 -0.34
H 2.534 -1.473 -5.011 0.23 0.12 0.02
H 4.177 -1.051 -4.467 -0.29 -0.02 -0.07
H 3.560 1.185 -4.122 -0.12 -0.15 -0.23
H 2.076 0.821 -5.033 0.24 -0.05 0.18
H 2.270 1.524 -2.240 -0.13 -0.51 -0.15
H 0.831 0.925 -3.056 0.29 -0.16 0.20
H 0.575 -0.163 -0.766 0.15 0.37 0.10
H 3.867 -1.712 -0.320 -0.26 -0.32 0.19
H 4.370 -3.877 0.801 -0.38 0.08 0.06
H 2.487 -5.321 1.606 -0.05 0.28 -0.09
H 0.120 -4.580 1.308 0.34 0.19 -0.09
H -0.358 -2.413 0.120 0.24 -0.21 0.17
H 2.244 -2.525 -2.978 0.00 0.46 0.24
H 3.727 -1.805 -2.351 -0.37 0.14 -0.19
```
Positions in Å, forces in eV/Å.


Which E_HOMO belongs to each record? In order, -8.912, -3.929, -8.778, -10.414, -6.436 eV.